[1]
ORCA calculation (ωB97M-V/def2-TZVPD) on a molecular structure, C21H43N2OP3Pm at a distorted geometry.

Values from the calculation:
total energy	-2642.17973	a.u.
ΔE to the lowest compared entry with this formula, charge and spin	21.83	kcal per mole
expectation value of S²	6.01
total charge	+3
2S+1	5
maximum force	0.0521	hartree/bohr
HOMO level (spin up / spin down)	-15.02 / -15.02	eV
LUMO energy (spin up / spin down)	-10.7 / -9.9	eV
HOMO-LUMO gap (spin up / spin down)	4.27 / 5.12	eV

XYZ file:
```
71
Properties=species:S:1:pos:R:3:forces:R:3
Pm -0.171524 -0.600205 -0.005738 0.601 0.047 -0.357
P 1.630792 0.736383 1.861686 0.500 1.453 1.114
P -1.050722 -2.075030 2.193648 -0.625 -0.903 1.819
P 0.846141 0.167406 -2.521235 0.822 1.488 -2.073
H -3.439047 -1.034305 -0.092472 0.288 -0.167 -0.229
C -2.850417 -1.037634 -1.019383 0.200 -1.012 -0.640
C -2.366370 -2.189251 -1.575477 -0.614 0.989 0.365
H -2.505266 -3.172163 -1.112668 -0.025 0.413 0.028
C 0.603083 2.149736 2.474718 -0.166 -0.223 -0.215
C 2.321010 0.227815 3.492453 0.077 -0.392 -0.073
C 2.989355 1.732259 1.117261 0.065 -0.320 -0.276
C -2.354952 -3.313588 1.890086 -0.071 -0.053 -0.321
C 0.162400 -3.021586 3.173521 0.336 -0.008 -0.256
C -1.804368 -1.055247 3.517760 0.102 0.319 -0.437
C -0.060819 -0.293253 -4.036738 -0.095 -0.574 0.035
C 2.582319 0.387552 -3.051415 0.269 -0.676 0.219
C 0.433848 1.945555 -2.498989 -0.337 -0.130 0.561
H -2.839686 -0.073443 -1.551679 0.136 -0.382 0.026
H -1.913716 -2.226649 -2.572764 -0.104 0.227 0.348
H 1.272300 2.832109 3.013288 -0.211 -0.114 -0.039
H -0.174717 1.781483 3.161719 0.136 0.328 -0.292
H 0.174417 2.717181 1.631014 0.104 -0.158 0.490
H 2.833220 1.093534 3.930840 -0.121 -0.095 -0.187
H 3.056517 -0.585109 3.404785 -0.320 0.166 0.044
H 1.510898 -0.056700 4.181551 0.273 -0.055 -0.280
H 3.432325 2.371074 1.890795 -0.138 -0.151 -0.085
H 2.583948 2.387054 0.328747 0.208 -0.298 0.162
H 3.778819 1.082154 0.716052 -0.190 0.267 -0.024
H -3.042698 -3.334116 2.746207 0.183 -0.184 -0.270
H -1.884263 -4.294158 1.742613 -0.252 0.153 0.092
H -2.909098 -3.054443 0.981214 -0.104 -0.168 0.346
H -0.298374 -3.314349 4.126394 0.154 0.012 -0.259
H 1.069821 -2.434695 3.361561 -0.221 -0.132 0.045
H 0.446114 -3.912343 2.604396 0.034 0.055 0.186
H -2.080841 -1.709783 4.355827 0.036 0.279 -0.210
H -2.687238 -0.543185 3.118170 0.057 -0.031 0.289
H -1.070183 -0.305705 3.838858 -0.266 -0.133 0.154
H -0.192392 0.579233 -4.690494 0.131 -0.284 0.185
H -1.049622 -0.682668 -3.756119 0.216 0.121 -0.342
H 0.506541 -1.075551 -4.556570 -0.314 0.113 -0.017
H 2.666712 1.201065 -3.788037 -0.161 -0.358 0.229
H 2.938677 -0.553862 -3.480879 0.212 0.216 0.048
H 3.190998 0.637062 -2.170917 -0.046 -0.063 -0.295
H 0.638212 2.445718 -3.450921 0.187 -0.348 0.053
H 1.010624 2.428279 -1.700272 -0.182 0.142 -0.230
H -0.622560 2.061384 -2.257260 0.362 0.089 -0.300
C -1.691553 4.270477 -0.973866 -0.927 0.773 0.503
C -1.883127 5.146808 0.106174 -0.529 -0.214 -1.005
C -2.724034 6.247664 -0.106685 0.154 -0.201 0.031
C -3.325404 6.477872 -1.352933 0.282 -0.158 0.249
C -3.010081 5.648667 -2.428620 0.354 -0.190 0.046
C -2.158532 4.539678 -2.273523 -0.089 0.022 0.935
O -1.210547 2.995195 -0.694723 0.687 -1.111 1.633
H -0.961762 2.872379 0.259269 -0.709 1.076 -1.336
H -1.473930 4.879556 1.092489 -0.279 0.323 -0.408
H -2.942506 6.885135 0.740728 -0.028 0.116 -0.123
H -4.043454 7.294448 -1.487552 0.430 -0.329 0.110
H -3.457801 5.853487 -3.396686 0.153 -0.076 0.084
H -1.920691 3.855553 -3.095478 -0.277 0.323 0.303
C 1.985312 -5.928690 -0.942058 0.149 -1.002 -0.253
N 1.967518 -4.540655 -0.515827 0.314 0.793 0.298
C 3.126453 -3.869472 -0.106873 -1.030 -0.124 -0.251
C 2.746738 -2.599256 0.172233 -0.620 0.153 -0.172
N 1.377803 -2.454705 -0.069935 -0.221 -0.699 -0.048
C 0.942207 -3.676888 -0.466173 0.930 0.729 0.162
H 2.697708 -6.055762 -1.765124 -0.200 0.168 0.143
H 2.315279 -6.578233 -0.123874 -0.135 0.254 -0.066
H 1.006977 -6.270193 -1.281490 0.029 0.262 0.098
H 4.087649 -4.356946 -0.075955 -0.071 -0.023 0.034
H 3.337928 -1.777856 0.532193 0.130 0.045 -0.035
H -0.098372 -3.873281 -0.710847 0.378 -0.374 -0.060
```
Forces are in eV/Å.

Atomic partial charges in e from the Löwdin method, atoms 1 to 6: atom 1 (Pm): 1.323, atom 2 (P): 0.697, atom 3 (P): 0.665, atom 4 (P): 0.691, atom 5 (H): 0.076, atom 6 (C): -0.120

---

[2]
ORCA calculation (ωB97M-V/def2-TZVPD) on a molecular structure, C21H43N2OP3SV at a distorted geometry.

Values from the calculation:
total energy	-3375.92141	a.u.
ΔE to the lowest compared entry with this formula, charge and spin	0.00	kcal per mole
expectation value of S²	2.06
total charge	+3
2S+1	3
maximum force	0.0516	hartree/bohr
HOMO level (spin up / spin down)	-16.92 / -16.93	eV
LUMO energy (spin up / spin down)	-10.7 / -9.8	eV
HOMO-LUMO gap (spin up / spin down)	6.27 / 7.15	eV

XYZ file:
```
72
Properties=species:S:1:pos:R:3:forces:R:3
V -0.390433 0.032292 -0.158191 0.281 1.198 1.581
P 1.802512 0.312353 -0.922371 1.729 -0.191 -2.004
P 0.625939 0.517189 2.340495 0.131 -0.113 0.939
P -0.380428 2.586222 0.031921 -0.743 1.400 -0.842
H -2.872548 -2.548972 -0.275369 0.367 0.640 -0.958
C -2.764441 -2.115966 -1.286103 -1.373 -1.656 -1.034
C -1.912550 -2.486775 -2.263347 -1.302 -1.620 -0.299
H -1.032611 -3.154572 -2.208914 -0.591 0.405 0.511
C 2.316746 -1.397171 -1.277606 0.195 -0.503 0.334
C 3.210122 1.074003 -0.048385 -0.235 0.022 0.320
C 1.932005 0.976095 -2.636255 -0.198 0.132 -0.042
C -0.721081 0.322588 3.552873 -0.344 -0.113 -0.036
C 1.875871 -0.717672 2.900630 0.090 -0.326 -0.440
C 1.427968 1.992084 3.128393 0.022 0.508 -0.413
C -0.625666 3.386929 -1.617496 0.095 -0.223 -0.464
C 0.684862 3.910613 0.752803 0.226 -0.323 0.248
C -1.969960 2.945236 0.878084 0.052 -0.253 0.173
H -3.653790 -1.568269 -1.625251 0.222 -0.214 0.160
H -2.304056 -2.421706 -3.305528 0.598 0.742 0.738
H 1.647214 -1.865129 -2.007642 0.056 0.169 0.043
H 2.270585 -2.009536 -0.376688 0.101 0.036 -0.032
H 3.333483 -1.433525 -1.678756 -0.077 0.135 -0.006
H 3.346503 0.563961 0.915027 0.119 0.191 -0.240
H 3.003100 2.137822 0.134424 0.194 -0.348 -0.087
H 4.127390 0.972823 -0.654896 -0.453 0.007 0.209
H 1.202431 0.503660 -3.307058 0.465 0.128 0.364
H 2.928945 0.788274 -3.056381 -0.108 0.115 0.346
H 1.715698 2.043306 -2.640816 0.196 0.079 -0.068
H -0.317963 0.523917 4.556283 -0.199 -0.098 -0.254
H -1.131329 -0.694287 3.514687 0.191 0.597 0.103
H -1.518982 1.044359 3.328942 0.154 -0.194 0.171
H 2.776372 -0.190042 3.245672 -0.275 -0.253 -0.134
H 2.151543 -1.396878 2.084125 -0.021 0.061 0.269
H 1.467816 -1.298408 3.737016 0.094 0.084 -0.158
H 0.699181 2.771088 3.388681 0.149 -0.301 -0.125
H 2.204234 2.435615 2.492973 -0.183 -0.123 0.183
H 1.910734 1.678936 4.064383 -0.262 -0.167 -0.264
H -0.000528 4.283004 -1.695398 -0.117 -0.224 0.030
H -1.675906 3.674035 -1.756142 0.365 -0.053 0.164
H -0.369303 2.708960 -2.436756 -0.052 0.176 0.115
H 0.376273 4.860281 0.288833 0.084 -0.412 0.174
H 1.740342 3.719560 0.522257 -0.259 0.293 0.113
H 0.540225 3.987049 1.834701 0.163 0.025 -0.397
H -2.432209 3.803623 0.375590 0.020 -0.193 0.260
H -1.765006 3.197267 1.925850 -0.163 -0.039 -0.194
H -2.652408 2.086231 0.851347 0.010 0.254 -0.026
C -1.032087 0.135051 -4.176688 -0.512 -0.855 -0.591
C -0.971825 -0.048317 -2.777214 -0.459 -0.211 0.068
C -1.967765 0.518821 -1.966475 -0.384 1.509 -1.244
C -2.838734 1.486062 -2.562782 0.335 -0.462 1.294
C -2.632509 1.912153 -3.876760 0.784 0.282 -0.093
C -1.728195 1.229550 -4.709949 -0.567 -0.006 0.555
O -0.589644 -0.800702 -5.095269 0.629 1.033 0.868
H -0.848989 -1.701088 -4.854918 0.126 0.160 0.185
H -0.251860 -0.758594 -2.323583 -0.461 -0.157 -0.700
H -2.240035 0.019327 -1.000061 -0.308 0.644 -0.664
H -3.650120 1.905208 -1.951592 0.379 -0.114 -0.399
H -3.111433 2.826992 -4.252761 -0.210 -0.756 0.118
H -1.661255 1.446279 -5.787761 -0.009 -0.171 0.629
C 1.554797 -4.309518 1.300464 0.416 -0.254 -0.194
N 0.472658 -3.928367 2.196029 -0.334 0.735 -0.014
C 0.382112 -4.311582 3.523680 -0.220 0.174 -0.385
C -0.696176 -3.686916 4.051795 -0.152 0.114 -0.388
N -1.252815 -2.925273 3.030864 0.221 0.195 -0.571
C -0.500893 -3.035662 1.898425 0.573 -0.360 1.660
S -0.658678 -2.230298 0.389397 0.794 -0.150 0.547
H 2.398252 -3.608207 1.389552 -0.285 -0.220 0.033
H 1.896129 -5.307816 1.596151 -0.074 0.248 -0.221
H 1.195732 -4.319757 0.264597 0.076 -0.108 0.350
H 1.095342 -4.995430 3.950004 -0.076 -0.054 0.087
H -1.103758 -3.721074 5.046188 -0.132 -0.044 -0.011
H -2.085150 -2.331311 3.088029 0.436 -0.631 0.049
```
Forces are in eV/Å.

Atomic partial charges in e from the Löwdin method, atoms 1 to 6: atom 1 (V): 0.248, atom 2 (P): 0.746, atom 3 (P): 0.799, atom 4 (P): 0.798, atom 5 (H): 0.033, atom 6 (C): -0.187

---

[3]
ORCA calculation (ωB97M-V/def2-TZVPD) on a molecular structure, C21H43NO37S9 at a distorted geometry.

Values from the calculation:
total energy	-7248.09738	a.u.
ΔE to the lowest compared entry with this formula, charge and spin	0.00	kcal per mole
maximum force	0.0405	hartree/bohr
HOMO level	-8.64	eV
LUMO energy	-0.4	eV
HOMO-LUMO gap	8.19	eV

XYZ file:
```
111
Properties=species:S:1:pos:R:3:forces:R:3
C -2.378377 0.989085 -5.707096 0.115 0.373 0.214
C -3.778338 0.507080 -5.996295 -0.002 -0.035 -0.065
O -4.569899 1.187975 -6.622211 -0.080 0.162 -0.019
N -4.094180 -0.757660 -5.608644 0.130 -0.331 0.428
C -3.391231 -1.563336 -4.600474 -0.673 0.377 -0.329
H -2.081352 1.604809 -6.555216 0.237 -0.376 -0.187
H -1.697006 0.176044 -5.467773 0.148 0.022 -0.343
H -2.329634 1.682342 -4.864516 -0.445 -0.191 0.168
H -5.065013 -0.992230 -5.738476 -0.012 0.134 -0.200
H -4.170057 -2.130881 -4.092854 0.190 -0.080 0.198
H -2.907876 -0.904000 -3.885364 0.166 -0.213 0.104
H -2.698353 -2.280466 -5.039626 0.157 0.133 0.010
C 1.027869 -4.666308 -1.179275 0.100 0.469 0.585
C 0.052393 -5.188179 -0.124567 0.261 0.127 1.468
O -1.238145 -5.232130 -0.718552 -0.545 -0.370 -0.433
S -1.159592 -4.932978 -2.286412 1.082 -0.064 0.837
O -2.229219 -4.099994 -2.657792 -0.541 0.473 -0.146
O -0.894197 -6.133175 -2.993972 0.115 -0.135 -0.054
O 0.177347 -4.059608 -2.146111 -0.266 -0.375 -1.058
H 1.714804 -5.411584 -1.578461 -0.304 -0.061 -0.324
H 1.593976 -3.837832 -0.765611 0.255 -0.057 0.021
H -0.019145 -4.508829 0.724010 -0.133 0.381 -0.232
H 0.316696 -6.123610 0.372519 -0.036 -0.359 -0.745
C 0.075417 0.766429 0.743180 0.409 0.828 0.608
C 1.325205 0.060453 0.250995 -0.232 -1.016 0.003
O 1.001440 -0.428038 -1.070632 -0.518 -0.348 -0.662
S -0.584782 -0.600290 -1.271922 0.764 0.648 1.063
O -1.055957 -1.857757 -0.818089 0.227 -0.258 0.526
O -0.959608 -0.188961 -2.569598 0.190 0.426 -0.436
O -0.947823 0.537713 -0.216179 -0.629 -0.175 -0.545
H 0.266823 1.833336 0.815929 -0.321 0.068 -0.251
H -0.233209 0.452746 1.734050 -0.111 -0.428 -0.115
H 1.511909 -0.799608 0.888684 0.387 -0.019 -0.005
H 2.192321 0.698980 0.145769 0.043 0.035 0.049
C 7.885149 -2.133996 1.338250 0.418 -0.183 0.558
C 7.475541 -2.897214 2.614599 -0.550 -0.211 -0.180
O 6.198925 -2.339683 2.972326 -0.053 0.271 0.235
S 5.403072 -1.927886 1.647881 0.578 0.122 0.966
O 4.643197 -0.768078 1.903394 -0.310 0.368 0.041
O 4.765149 -3.094269 1.159476 0.141 -0.319 -0.650
O 6.705102 -1.493878 0.852372 -0.337 -0.244 -0.495
H 8.313049 -2.783971 0.579989 -0.109 0.002 -0.068
H 8.600116 -1.362214 1.615913 -0.081 0.167 -0.292
H 8.150864 -2.719868 3.444401 0.010 -0.004 0.007
H 7.328094 -3.966386 2.459937 0.204 0.008 -0.108
C 1.899131 -3.721445 5.457082 0.837 -0.354 0.536
C 2.801893 -3.509878 4.236229 -1.096 0.784 0.348
O 1.866948 -3.685331 3.149076 -0.010 -0.108 -0.533
S 0.539210 -2.856622 3.542379 0.631 -0.916 -0.099
O -0.595517 -3.429425 2.929702 -0.164 -0.365 -0.185
O 0.775763 -1.467703 3.359307 0.268 0.047 0.526
O 0.585368 -3.350651 5.060545 -0.427 1.045 -0.006
H 2.286913 -3.142479 6.297062 -0.432 0.267 -0.029
H 1.833151 -4.755993 5.794834 0.074 -0.072 -0.276
H 3.646858 -4.187188 4.242725 -0.120 -0.164 -0.608
H 3.105407 -2.461124 4.181369 0.421 -0.157 0.147
C -3.777804 -2.984791 0.420037 0.201 0.185 0.126
C -4.204657 -2.028482 -0.678151 -0.128 -0.264 -1.655
O -5.476268 -1.478113 -0.318453 0.269 0.269 0.780
S -6.227502 -2.413627 0.726379 -0.273 -0.229 -0.582
O -7.157065 -3.229178 0.027216 0.059 -0.235 -0.091
O -6.702346 -1.650001 1.818308 0.252 0.298 0.327
O -4.974029 -3.293738 1.155886 -0.093 0.060 0.015
H -3.058026 -2.543739 1.107332 -0.046 0.043 0.047
H -3.360979 -3.896892 0.003621 -0.071 -0.063 0.056
H -4.343485 -2.516515 -1.647562 -0.068 -0.459 0.261
H -3.489498 -1.256094 -0.935022 -0.077 0.428 0.682
C -3.210345 4.407518 -0.920572 -0.362 -0.192 0.745
C -2.597524 3.156627 -0.240746 0.203 1.155 -0.931
O -3.603503 2.162943 -0.352628 0.136 -0.304 0.434
S -4.373489 2.322154 -1.725185 -0.602 0.937 0.177
O -5.738225 2.022528 -1.526375 -0.038 -0.257 -0.021
O -3.632064 1.726846 -2.773978 0.326 -0.161 -0.212
O -4.232020 3.925893 -1.794021 0.187 -0.337 -0.246
H -2.490617 5.009474 -1.469894 0.035 -0.104 -0.078
H -3.693090 5.003154 -0.142952 -0.099 0.208 -0.260
H -2.403979 3.392240 0.798772 0.116 -0.517 0.126
H -1.696444 2.902645 -0.797275 0.040 -0.529 0.298
C 0.146653 5.453498 1.493322 0.131 0.134 0.379
C 1.604019 6.002783 1.487674 -0.400 -0.026 -0.090
O 2.350285 4.971295 0.844498 0.752 0.040 -0.770
S 1.419294 4.366576 -0.313409 0.967 0.355 1.811
O 1.892344 3.087381 -0.667497 -0.161 -0.481 0.098
O 1.221132 5.358391 -1.300510 -0.748 0.258 -0.177
O 0.221083 4.225453 0.747815 -0.697 -0.051 -1.041
H -0.594759 6.110131 1.044032 0.183 0.137 -0.139
H -0.158984 5.214904 2.506917 -0.113 -0.294 -0.088
H 2.014070 6.099817 2.487238 -0.006 0.077 -0.004
H 1.679301 6.934401 0.928811 0.096 -0.003 0.053
C 1.050695 1.064621 -4.657586 -0.088 0.907 -0.056
C 1.632081 1.979032 -3.552266 0.916 0.103 -0.810
O 3.046394 2.061500 -3.877120 0.166 0.082 -0.023
S 3.224410 1.988229 -5.453658 0.470 -0.211 0.344
O 4.469327 1.397498 -5.766386 0.241 -0.382 0.110
O 2.926577 3.244320 -6.042101 -0.705 0.208 -0.023
O 2.074188 0.920633 -5.664559 0.218 -0.283 0.078
H 0.247819 1.541562 -5.210506 -0.488 -0.181 0.531
H 0.780928 0.129366 -4.183177 0.025 -0.370 -0.677
H 1.621851 1.514494 -2.576639 -0.389 0.206 0.100
H 1.255641 2.998674 -3.599307 -0.324 -0.107 0.325
C -0.284158 2.855103 6.586044 0.706 -0.509 0.330
C 0.383977 4.038018 5.833644 -0.312 -0.908 0.044
O 0.118945 3.763419 4.442277 0.434 0.261 -0.518
S -0.309902 2.246328 4.236995 -0.447 -0.380 0.911
O 0.772601 1.333607 4.351936 0.386 0.494 -0.224
O -1.197001 2.169427 3.140953 -0.179 0.299 -0.052
O -1.104797 2.202008 5.615825 -0.623 0.014 -0.065
H -0.854026 3.133488 7.466550 -0.424 0.183 -0.322
H 0.448188 2.119869 6.927473 0.174 0.174 -0.091
H 1.460864 4.014751 5.968001 -0.003 0.380 0.217
H -0.102724 4.974307 6.081728 0.254 0.193 -0.129
```
Forces are in eV/Å.

Atomic partial charges in e from the Löwdin method, atoms 1 to 6: atom 1 (C): -0.014, atom 2 (C): -0.557, atom 3 (O): 0.032, atom 4 (N): 0.020, atom 5 (C): -0.071, atom 6 (H): 0.090